{
  "formula": "C42H105ClN7O18",
  "method": "the ωB97M-V functional and the def2-TZVPD basis",
  "homo_lumo_gap_ev": 7.6347,
  "spin_multiplicity": 1,
  "homo_ev": -5.66,
  "charge": -1,
  "relative_energy_ev": 4.497,
  "elements": ["Cl", "O", "O", "O", "O", "C", "O", "C", "C", "N", "C", "C", "O", "C", "H", "H", "H", "H", "H", "H", "H", "H", "H", "H", "H", "H", "H", "H", "H", "C", "O", "C", "C", "N", "C", "C", "O", "C", "H", "H", "H", "H", "H", "H", "H", "H", "H", "H", "H", "H", "H", "H", "H", "C", "O", "C", "C", "N", "C", "C", "O", "C", "H", "H", "H", "H", "H", "H", "H", "H", "H", "H", "H", "H", "H", "H", "H", "C", "O", "C", "C", "N", "C", "C", "O", "C", "H", "H", "H", "H", "H", "H", "H", "H", "H", "H", "H", "H", "H", "H", "H", "C", "O", "C", "C", "N", "C", "C", "O", "C", "H", "H", "H", "H", "H", "H", "H", "H", "H", "H", "H", "H", "H", "H", "H", "C", "O", "C", "C", "N", "C", "C", "O", "C", "H", "H", "H", "H", "H", "H", "H", "H", "H", "H", "H", "H", "H", "H", "H", "C", "O", "C", "C", "N", "C", "C", "O", "C", "H", "H", "H", "H", "H", "H", "H", "H", "H", "H", "H", "H", "H", "H", "H"],
  "positions_angstrom": [[-0.990, 1.074, -1.119], [-1.778, -0.100, -1.480], [-1.001, 1.378, 0.281], [0.340, 0.772, -1.656], [-1.466, 2.317, -1.761], [2.336, -3.602, -7.352], [1.123, -4.374, -7.099], [-0.016, -3.502, -7.222], [-1.394, -4.129, -7.074], [-1.517, -4.932, -5.824], [-2.798, -5.525, -5.807], [-2.827, -6.575, -4.661], [-1.872, -7.542, -5.072], [-2.160, -8.767, -4.439], [3.192, -4.273, -7.411], [2.533, -2.846, -6.592], [2.236, -3.128, -8.329], [0.030, -3.002, -8.189], [0.156, -2.659, -6.553], [-1.452, -4.755, -7.965], [-2.120, -3.325, -7.196], [-1.437, -4.223, -5.109], [-2.944, -6.115, -6.712], [-3.647, -4.845, -5.735], [-3.833, -6.949, -4.475], [-2.506, -6.072, -3.749], [-2.410, -8.661, -3.383], [-1.377, -9.523, -4.507], [-3.064, -9.193, -4.873], [5.090, 6.068, -0.766], [4.643, 6.266, 0.575], [3.240, 6.409, 0.706], [2.773, 6.077, 2.103], [3.264, 6.967, 3.124], [3.256, 6.326, 4.448], [1.854, 6.147, 5.068], [1.907, 5.784, 6.415], [0.664, 5.680, 7.006], [4.755, 6.742, -1.554], [4.775, 5.050, -0.996], [6.176, 6.159, -0.725], [2.754, 5.794, -0.051], [3.006, 7.454, 0.503], [2.979, 5.021, 2.281], [1.688, 6.144, 2.183], [4.250, 7.018, 2.911], [3.916, 7.057, 4.915], [3.780, 5.379, 4.578], [1.145, 5.543, 4.501], [1.402, 7.138, 5.038], [0.031, 5.018, 6.416], [0.171, 6.644, 7.129], [0.707, 5.243, 8.003], [-1.282, -9.029, 8.202], [-1.460, -8.661, 6.807], [-2.829, -8.716, 6.348], [-2.836, -8.159, 4.888], [-2.452, -6.742, 4.750], [-3.544, -5.850, 5.122], [-3.072, -4.415, 5.369], [-2.176, -4.455, 6.513], [-1.439, -3.273, 6.726], [-2.065, -8.644, 8.855], [-0.322, -8.614, 8.508], [-1.253, -10.117, 8.259], [-3.448, -8.147, 7.041], [-3.214, -9.731, 6.252], [-3.731, -8.459, 4.343], [-2.006, -8.716, 4.452], [-1.763, -6.428, 5.419], [-3.966, -6.227, 6.053], [-4.293, -5.823, 4.331], [-3.848, -3.678, 5.575], [-2.416, -4.145, 4.542], [-0.679, -3.075, 5.970], [-1.037, -3.201, 7.736], [-2.055, -2.380, 6.623], [3.339, -9.936, -1.352], [3.074, -8.613, -1.736], [3.387, -7.682, -0.705], [2.994, -6.324, -1.153], [3.452, -6.029, -2.535], [4.866, -6.041, -2.600], [5.466, -7.200, -3.474], [4.675, -7.429, -4.633], [5.386, -8.043, -5.754], [2.784, -10.516, -2.088], [2.845, -10.270, -0.439], [4.401, -10.183, -1.357], [4.426, -7.761, -0.384], [2.725, -7.928, 0.125], [3.384, -5.581, -0.458], [1.912, -6.191, -1.118], [3.228, -5.066, -2.743], [5.337, -6.038, -1.617], [5.078, -5.095, -3.100], [5.477, -8.132, -2.908], [6.534, -7.010, -3.587], [6.299, -7.479, -5.946], [4.730, -8.156, -6.618], [5.716, -9.037, -5.454], [7.172, -1.449, 1.960], [8.314, -2.158, 1.685], [9.142, -1.637, 0.598], [10.420, -2.443, 0.356], [10.073, -3.844, 0.162], [11.306, -4.655, 0.425], [11.213, -6.073, -0.062], [10.241, -6.685, 0.782], [9.869, -7.946, 0.283], [7.423, -0.494, 2.423], [6.572, -1.953, 2.717], [6.541, -1.183, 1.112], [9.470, -0.617, 0.801], [8.558, -1.586, -0.321], [11.104, -2.286, 1.190], [11.024, -2.142, -0.500], [9.340, -4.043, 0.828], [11.519, -4.759, 1.489], [12.119, -4.165, -0.110], [12.128, -6.664, -0.038], [10.766, -6.063, -1.057], [9.290, -7.763, -0.623], [9.193, -8.487, 0.945], [10.740, -8.597, 0.215], [-12.759, 6.564, 3.838], [-11.312, 6.464, 3.701], [-10.898, 5.211, 3.122], [-9.471, 5.196, 2.661], [-8.581, 4.999, 3.786], [-7.188, 5.055, 3.492], [-6.654, 6.308, 2.706], [-6.917, 7.543, 3.403], [-5.915, 8.000, 4.188], [-13.002, 7.623, 3.926], [-13.201, 6.037, 4.684], [-13.162, 6.181, 2.900], [-11.429, 5.096, 2.177], [-11.133, 4.380, 3.788], [-9.370, 6.176, 2.195], [-9.359, 4.390, 1.935], [-8.714, 5.709, 4.492], [-6.978, 4.200, 2.848], [-6.582, 5.017, 4.397], [-7.058, 6.384, 1.697], [-5.591, 6.173, 2.504], [-5.998, 7.484, 5.145], [-6.115, 9.064, 4.321], [-4.912, 7.960, 3.765], [-0.543, 10.952, -5.342], [-1.828, 10.780, -4.742], [-2.397, 9.494, -5.085], [-3.786, 9.332, -4.463], [-4.668, 10.428, -4.876], [-5.953, 10.271, -4.085], [-6.759, 11.629, -4.237], [-6.037, 12.655, -3.603], [-6.724, 13.889, -3.533], [-0.626, 10.960, -6.428], [0.043, 10.130, -4.930], [-0.209, 11.875, -4.869], [-1.744, 8.814, -4.539], [-2.325, 9.226, -6.139], [-3.762, 9.259, -3.376], [-4.207, 8.384, -4.797], [-4.193, 11.256, -4.547], [-5.808, 10.084, -3.021], [-6.460, 9.383, -4.462], [-7.748, 11.481, -3.802], [-6.812, 11.924, -5.285], [-7.443, 13.897, -2.715], [-7.199, 14.110, -4.489], [-5.949, 14.637, -3.367]],
  "atomic_forces_ev_per_a": [[0.6033, 0.8843, -2.6008], [-0.5567, 0.9327, 0.8312], [0.2733, -0.9909, 0.7954], [-0.1932, 0.5505, 1.0475], [-0.1137, -1.3574, -0.0734], [-1.0406, -0.9033, -0.2084], [0.2669, 0.8168, -0.2477], [1.0470, 0.7279, 0.2732], [1.8811, -0.8798, 0.0884], [0.6362, 1.9387, -1.9870], [-1.1499, -1.8672, 1.1913], [0.6227, 1.4344, -1.1681], [-0.4350, -0.7270, 0.8529], [-0.5751, -0.4021, 0.1317], [-0.2511, -0.2136, 0.2099], [-0.2275, 0.0430, 0.1556], [0.0512, 0.2701, -0.1036], [-0.1349, -0.1311, -0.5458], [-0.2714, 0.0433, 0.6572], [-0.5043, -0.5200, 0.2144], [-0.2811, 0.1448, 0.1787], [0.0162, -0.1678, 0.6327], [0.0819, 0.0996, -0.2191], [-0.2110, 0.3586, 0.1389], [-0.0793, -0.4414, -0.2859], [0.1668, -0.1044, 0.3293], [0.2696, 0.2862, 0.3098], [0.3216, 0.4583, -0.3162], [-0.2039, -0.2433, -0.2660], [0.1584, -0.7348, 0.9125], [0.3206, 0.5136, 0.0509], [-0.0606, 0.6593, -0.2843], [-1.1753, -0.6555, -0.5317], [0.6299, -1.2264, -0.1354], [0.0451, 0.4472, 0.5493], [0.0633, 2.1415, -0.3176], [1.4504, -0.6294, 0.3595], [-0.9238, -0.3268, 0.2192], [-0.5281, 0.3927, 0.3533], [0.2779, -0.0981, -0.6277], [-0.0251, -0.2628, -0.0525], [-0.3012, -0.1982, 0.1370], [-0.2633, 0.2352, -0.1737], [0.4128, -0.2751, 0.2546], [-0.2364, -0.0631, -0.6478], [0.3765, 0.5768, 0.0245], [-0.6082, -0.1231, 1.4133], [0.1542, -0.4400, -0.7141], [0.3680, -0.6733, -0.2008], [-0.2363, 0.4560, -0.1981], [-0.3463, -0.0105, -0.1350], [-0.1085, 0.3061, -0.2325], [0.5375, -0.0362, -0.0312], [0.0288, 0.0869, -1.4151], [-0.8126, -0.1089, 0.7129], [0.5499, 0.5889, -0.7565], [1.9042, 0.1113, 1.3191], [-1.0165, 0.5454, -0.2400], [-0.4296, 0.4569, 0.1456], [1.7972, -0.6907, 0.5662], [-0.2595, -0.2516, 0.2585], [-0.5224, 0.8983, -0.4412], [-0.1510, 0.1275, -0.1089], [-0.0670, -0.0703, -0.0239], [-0.0134, -0.1052, 0.2476], [-0.1958, 0.0504, 0.0312], [0.1134, -0.3587, 0.4306], [-0.1596, 0.5331, 0.0998], [-0.0552, -0.1721, -0.3277], [0.8206, -0.9826, 0.0890], [-0.6582, 0.2050, 0.1778], [-0.2127, -0.0820, 0.0537], [-0.2220, -0.1440, -0.2964], [-0.4168, 0.4238, -0.4804], [0.4553, -0.5569, -0.0310], [0.1278, -0.6068, -0.1127], [-0.6001, 0.0998, 0.0941], [-1.0661, -0.3649, -0.9482], [0.4533, 0.2159, 0.6609], [-0.9586, -0.9590, -0.2118], [-0.3823, 1.1764, -1.2539], [-1.1656, 0.0054, 1.3800], [1.2687, -0.4017, -1.8672], [-0.7778, -0.3237, 0.9796], [0.9348, 0.2897, -1.2336], [-0.0854, 0.2252, 1.9644], [0.5359, -0.3135, -0.3589], [0.2446, 0.4840, 0.6782], [0.1214, -0.0235, 0.1034], [0.2420, -0.0502, -0.0758], [0.2644, -0.0362, 0.5886], [0.2782, 0.0855, 0.3656], [-0.0728, -0.2667, -0.1365], [-0.8318, -0.1844, 0.0514], [0.3523, -0.0202, 0.0994], [0.9036, -0.0499, -0.0594], [-0.2835, -0.2520, 0.3844], [0.1785, 0.4199, -0.9007], [-0.0826, 0.2312, -0.4415], [-0.0407, 0.4335, 0.2277], [-0.0163, -0.3166, 0.0142], [-0.7735, 1.4981, 0.6668], [2.2516, -1.0178, -1.3975], [-0.2134, 0.4384, 0.0171], [-0.7324, -0.5531, 0.5508], [1.3669, -0.5808, 0.1595], [-0.6230, 0.0424, -0.3049], [-1.7771, -0.0068, 0.0291], [0.1213, -0.3187, 0.6408], [-0.4617, 0.0982, 0.3382], [0.1528, 0.4055, 0.0941], [0.1019, -0.4245, -0.2509], [-0.0063, -0.4104, -0.3968], [-0.2329, 0.2829, 0.3482], [-0.2669, -0.2050, -0.0553], [0.0090, -0.0955, 0.5886], [-0.5192, 0.5950, -0.3229], [0.0195, -0.4722, 0.1543], [0.2515, 0.5343, 0.2540], [0.1577, 0.1086, 0.2076], [0.3355, 0.2474, -0.0285], [0.3654, -0.0574, -0.4795], [0.3832, -0.5417, -0.5641], [-0.0648, 0.4870, 0.4529], [0.1350, -0.0586, -0.7116], [1.3582, 0.1013, -0.8570], [-0.4331, -0.4507, 0.4163], [-1.0261, 0.2800, -0.4177], [-0.1665, 0.7427, 1.2283], [0.0502, 0.3076, 0.7458], [1.2090, 0.7169, -1.5771], [-0.4078, -0.2107, 0.4483], [-1.3241, -1.4859, -2.5787], [0.5549, 0.9995, 1.3151], [0.1286, -0.0478, 0.0182], [0.3460, -0.2754, 0.1156], [-0.4743, -0.0092, 0.0402], [-0.6899, -0.1919, -0.0135], [0.0077, -0.1038, 0.0972], [0.4605, 0.0902, -0.5056], [0.1876, 0.0302, -0.0236], [-0.7161, 0.1780, 0.0170], [0.4912, -0.2182, 0.0858], [-0.2130, -0.3931, 0.1478], [-0.5488, 0.1006, 0.1472], [0.3170, 0.0662, 0.4272], [0.7155, 0.1386, 0.4444], [0.0346, 0.0924, 0.4052], [0.1474, -0.4642, -0.1320], [-1.1327, -0.2138, 1.6421], [-1.1521, -0.2985, -1.0873], [0.6930, 0.0751, 1.9129], [0.1787, 0.4155, -1.0188], [-1.0819, -1.0169, 1.3347], [0.5762, 2.1588, -1.3155], [0.7747, -1.5592, -0.0577], [0.2111, -0.1133, 0.6256], [0.7046, -0.2842, -0.2163], [0.3517, 0.1050, -0.0151], [0.6640, -0.0841, -0.5773], [0.3904, 0.1043, -0.6546], [0.0621, -0.6914, -0.1989], [-0.2894, 0.4938, -0.2346], [0.4907, 0.0786, 0.2593], [0.0141, -0.1097, -0.2053], [-0.1538, 0.4547, 0.0101], [0.3363, 0.1575, 0.2642], [-0.3454, 0.2962, -0.2856], [-0.2588, 0.2127, 0.0435], [-0.3996, -0.4017, -0.2955], [-0.1875, 0.0375, -0.0118], [-0.2719, 0.0736, -0.0666], [-0.1729, 0.1038, 0.1535]],
  "mulliken_charge": [1.542, -0.630, -0.615, -0.647, -0.651, -0.734, -0.266, -0.690, -0.779, -0.162, -0.740, -0.570, -0.255, -0.863, 0.225, 0.298, 0.325, 0.399, 0.439, 0.392, 0.326, 0.219, 0.316, 0.458, 0.441, 0.309, 0.334, 0.244, 0.334, -0.765, -0.320, -0.620, -0.561, -0.438, -0.614, -0.453, -0.332, -0.757, 0.296, 0.336, 0.231, 0.474, 0.273, 0.359, 0.361, 0.284, 0.348, 0.324, 0.371, 0.327, 0.322, 0.298, 0.255, -0.703, -0.326, -0.401, -0.828, -0.440, -0.423, -0.698, -0.292, -0.793, 0.297, 0.239, 0.275, 0.347, 0.388, 0.428, 0.331, 0.322, 0.220, 0.397, 0.425, 0.360, 0.332, 0.244, 0.301, -0.871, -0.209, -0.413, -0.943, -0.285, -0.741, -0.507, -0.208, -0.823, 0.260, 0.345, 0.287, 0.272, 0.476, 0.395, 0.439, 0.255, 0.272, 0.540, 0.115, 0.480, 0.314, 0.229, 0.319, -0.750, -0.302, -0.614, -0.677, -0.351, -0.660, -0.621, -0.307, -0.687, 0.290, 0.252, 0.318, 0.416, 0.363, 0.363, 0.362, 0.284, 0.312, 0.463, 0.408, 0.353, 0.253, 0.255, 0.280, -0.683, -0.286, -0.719, -0.377, -0.325, -0.864, -0.578, -0.336, -0.725, 0.227, 0.252, 0.314, 0.424, 0.340, 0.253, 0.329, 0.287, 0.404, 0.393, 0.373, 0.443, 0.290, 0.242, 0.323, -0.719, -0.307, -0.596, -0.664, -0.438, -0.678, -0.571, -0.292, -0.730, 0.285, 0.311, 0.224, 0.400, 0.398, 0.355, 0.352, 0.311, 0.341, 0.416, 0.431, 0.359, 0.258, 0.318, 0.237]
}